No. 1
{
  "formula": "C21H42BBeBrCl7F5N4O10PS",
  "method": "ωB97M-V/def2-TZVPD",
  "gap_ev": 2.7152,
  "charge": 1,
  "fmax_ev_per_a": 5.22,
  "symbols": ["C", "O", "C", "P", "Cl", "B", "C", "O", "S", "O", "O", "C", "F", "F", "C", "F", "F", "F", "H", "H", "H", "H", "H", "H", "H", "H", "H", "C", "Cl", "Cl", "H", "H", "C", "O", "N", "C", "C", "H", "H", "H", "H", "H", "H", "H", "Cl", "Be", "C", "Cl", "Cl", "Cl", "H", "C", "O", "N", "N", "H", "H", "H", "H", "C", "C", "N", "H", "H", "H", "C", "C", "O", "C", "O", "O", "C", "H", "H", "H", "H", "H", "H", "H", "H", "C", "C", "C", "O", "C", "H", "H", "H", "H", "H", "H", "H", "H", "Br"],
  "positions_angstrom": [[0.7678, 2.8323, 0.7220], [0.1156, 1.5755, 1.0840], [0.8544, 0.4577, 0.7002], [0.4773, 0.0330, -1.0844], [0.7904, 1.5908, -2.3826], [-1.3813, -0.5193, -1.2735], [-1.9649, -1.7571, -0.4303], [-2.2484, 0.1057, -2.1059], [1.8145, -1.5488, -1.7636], [1.5449, -1.6320, -3.1873], [1.4644, -2.8269, -1.1785], [3.6147, -1.0912, -1.6116], [4.3034, -1.7739, -2.5000], [3.7252, 0.2220, -1.9545], [4.2405, -1.2259, -0.1688], [4.4144, -0.0531, 0.4440], [5.4665, -1.7474, -0.3332], [3.5783, -2.0524, 0.6372], [0.1480, 3.3135, -0.0625], [1.7497, 2.6104, 0.2548], [0.8328, 3.5431, 1.5739], [0.4868, -0.4001, 1.3147], [1.9391, 0.5502, 0.9168], [-3.0475, -1.5435, -0.3227], [-1.5388, -1.7261, 0.5948], [-1.8000, -2.7520, -0.9290], [-1.7838, 0.5988, -2.8114], [-4.4461, 3.4869, -1.5709], [-2.7172, 3.1943, -1.3128], [-4.8443, 3.5129, -3.2899], [-5.0107, 2.6940, -1.0913], [-4.7067, 4.4452, -1.1337], [-2.7431, -5.3604, 0.5729], [-2.2681, -4.3437, -0.0494], [-3.9575, -5.7972, 0.4482], [-4.4019, -6.9592, 1.2011], [-4.8799, -5.1185, -0.4548], [-2.1353, -5.9464, 1.2744], [-4.7171, -7.7356, 0.5042], [-5.2442, -6.6763, 1.8384], [-3.5476, -7.3476, 1.8389], [-4.4754, -5.1357, -1.4699], [-4.9915, -4.0791, -0.1425], [-5.8474, -5.6105, -0.4400], [-2.2692, -8.6019, 2.1621], [-1.0815, -4.4890, -1.5161], [-0.0609, 4.2758, -5.0028], [1.4600, 4.1419, -4.1039], [-1.3418, 3.4014, -4.1617], [-0.5122, 5.9656, -5.2186], [0.0814, 3.8320, -5.9820], [0.8814, 5.3268, 3.8676], [0.5347, 5.0819, 2.7158], [0.1724, 6.1522, 4.6798], [2.0020, 4.7946, 4.4266], [0.4367, 6.3678, 5.6231], [-0.6612, 6.5642, 4.3006], [2.5524, 4.1806, 3.8556], [2.3012, 4.9841, 5.3667], [-1.5510, 2.4710, -9.0885], [-1.4686, 1.8659, -7.7469], [-1.4049, 1.3957, -6.7094], [-2.5661, 2.8179, -9.2749], [-0.8674, 3.3159, -9.1559], [-1.2818, 1.7336, -9.8428], [6.8556, 5.5173, 9.4320], [5.8869, 6.6807, 9.4912], [4.7211, 6.4378, 8.6873], [3.8314, 5.5916, 9.2046], [3.9123, 5.0314, 10.2630], [2.8323, 5.4495, 8.3192], [1.8545, 4.4815, 8.7047], [7.1107, 5.2847, 8.3961], [7.7694, 5.7512, 9.9786], [6.4201, 4.6163, 9.8642], [6.3617, 7.5704, 9.0798], [5.5983, 6.9128, 10.5174], [1.4595, 4.6879, 9.6980], [2.2872, 3.4816, 8.6662], [1.0353, 4.5329, 7.9890], [-0.6513, -6.2269, -5.7435], [-1.3775, -7.1608, -6.6966], [-2.7731, -7.1938, -6.0981], [-2.9822, -5.9164, -5.4736], [-1.7402, -5.2214, -5.4061], [0.2374, -5.7639, -6.1714], [-0.3523, -6.7725, -4.8441], [-1.4092, -6.7200, -7.6965], [-0.9247, -8.1480, -6.7747], [-2.8573, -7.9649, -5.3263], [-3.5478, -7.3655, -6.8455], [-1.7697, -4.4067, -6.1371], [-1.6178, -4.7866, -4.4041], [0.8440, -5.9642, -0.7338]]
}

No. 2
{
  "formula": "C10H34N6O7",
  "method": "ωB97M-V/def2-TZVPD",
  "gap_ev": 8.8264,
  "smiles": "NC(N)=O.NC(N)=O.NC(N)=O.CCO.CCO.CCO.CO",
  "e_above_lowest_kj_mol": 0.0,
  "fmax_ev_per_a": 8.09,
  "symbols": ["N", "C", "N", "O", "H", "H", "H", "H", "N", "C", "N", "O", "H", "H", "H", "H", "N", "C", "N", "O", "H", "H", "H", "H", "C", "C", "O", "H", "H", "H", "H", "H", "H", "C", "C", "O", "H", "H", "H", "H", "H", "H", "C", "C", "O", "H", "H", "H", "H", "H", "H", "C", "O", "H", "H", "H", "H"],
  "positions_angstrom": [[-26.3020, 0.5825, 14.3473], [-27.3049, 0.1303, 15.0424], [-27.0222, -1.0641, 15.5443], [-28.6359, 0.4483, 14.8416], [-26.4414, 1.5038, 14.0226], [-25.4911, -0.0026, 14.0222], [-27.6915, -1.6172, 15.9527], [-26.0805, -1.3473, 15.8636], [-29.0621, 3.0250, 14.1357], [-28.8103, 3.8469, 15.1093], [-28.6583, 5.0233, 14.6218], [-28.4067, 3.5134, 16.3504], [-28.9287, 2.0289, 14.4683], [-29.4659, 3.1770, 13.1957], [-28.3566, 5.7755, 15.2235], [-28.8351, 5.3631, 13.6765], [-27.0789, 4.9260, 18.2861], [-25.8759, 5.3982, 18.1921], [-25.1608, 4.7463, 17.3198], [-25.2530, 6.3132, 19.0681], [-27.6181, 5.1903, 19.1243], [-27.4420, 4.3535, 17.5101], [-24.2451, 5.2116, 17.2393], [-25.4550, 3.7842, 17.0130], [-30.8862, 0.9711, 10.6589], [-30.8132, 2.1321, 11.6756], [-29.7414, 2.9618, 11.2830], [-31.9264, 0.9066, 10.3575], [-30.5300, 0.0309, 11.0747], [-30.3193, 1.2580, 9.7239], [-30.7188, 1.6470, 12.6519], [-31.8189, 2.6732, 11.6691], [-28.9933, 2.3623, 11.4505], [-24.1708, 3.0408, 14.2220], [-25.4914, 3.8101, 14.0666], [-26.4383, 3.2707, 13.1203], [-24.4015, 1.9966, 14.4026], [-23.5215, 3.4164, 15.0151], [-23.4980, 3.0553, 13.3382], [-25.1194, 4.8526, 13.9904], [-26.0401, 3.8784, 14.9624], [-27.3094, 3.6357, 13.2952], [-26.3391, 7.6322, 15.6656], [-27.6123, 8.3174, 16.0458], [-28.1952, 8.5894, 14.8035], [-26.4662, 6.8625, 14.9144], [-25.7629, 7.2681, 16.5484], [-25.7207, 8.4036, 15.1267], [-27.2719, 9.1964, 16.5308], [-28.2030, 7.6491, 16.5822], [-27.5910, 9.1622, 14.3395], [-30.4479, 6.2106, 12.0199], [-29.1537, 6.5448, 12.5205], [-31.2132, 6.5885, 12.6186], [-30.6678, 5.1259, 11.9149], [-30.5527, 6.5610, 10.9973], [-29.1845, 7.4157, 12.8733]]
}

No. 3
{
  "formula": "C8H10BeN2S",
  "method": "ωB97M-V/def2-TZVPD",
  "gap_ev": [4.5174, 3.2249],
  "charge": -2,
  "e_above_lowest_kj_mol": 917.2,
  "fmax_ev_per_a": 5.33,
  "symbols": ["C", "C", "C", "C", "C", "Be", "N", "C", "C", "H", "H", "H", "H", "H", "H", "H", "H", "H", "H", "S", "C", "N"],
  "positions_angstrom": [[1.8245, 0.1509, 0.3292], [1.5851, -1.2553, 0.2558], [0.9117, -1.6518, 1.4346], [0.6202, -0.4867, 2.1960], [1.1743, 0.6556, 1.5085], [-0.1536, 0.8772, -0.5256], [-1.2228, 3.0411, 1.9485], [0.3344, 0.1450, -1.8184], [-0.9206, -0.8683, -1.8559], [0.7856, -2.7039, 1.7596], [1.8240, -1.9242, -0.5565], [0.1714, -0.5048, 3.2015], [1.3677, 1.6376, 1.9480], [2.4356, 0.7474, -0.3506], [-0.8120, -1.8967, -2.1558], [0.3648, 1.0389, -2.4316], [-1.3393, 3.1655, 0.8627], [-1.6379, -0.5584, -2.6229], [1.0862, -0.4077, -2.4098], [-1.6151, -0.6476, -0.1133], [-2.8862, 0.4739, -0.3671], [-3.8980, 0.9724, -0.2370]]
}

No. 4
{
  "formula": "CHF4N2",
  "method": "ωB97M-V/def2-TZVPD",
  "gap_ev": [7.7910, 7.7923],
  "charge": 1,
  "e_above_lowest_kj_mol": 528.4,
  "fmax_ev_per_a": 4.59,
  "symbols": ["C", "N", "N", "F", "F", "F", "F", "H"],
  "positions_angstrom": [[1.1846, -0.4953, 0.2866], [-0.0760, -0.4533, 0.2450], [2.1849, -0.9486, 0.8915], [2.0676, 1.3242, -0.5576], [-0.8883, -0.7092, 1.4305], [3.3314, -0.4083, 0.8304], [2.1936, -1.9823, 1.6794], [-0.8459, -0.4946, -0.4007]]
}

No. 5
{
  "formula": "C20H34Br2ClN3O8S",
  "method": "ωB97M-V/def2-TZVPD",
  "gap_ev": 8.9364,
  "smiles": "C[C@H](Br)[C@H](Br)C1=C(CCCCS(=O)(=O)Cl)C(=O)OC1=O.CN(C)C=O.CN(C)C=O.CN(C)C=O",
  "fmax_ev_per_a": 0.90,
  "symbols": ["C", "C", "Br", "C", "Br", "C", "C", "C", "C", "C", "C", "S", "O", "O", "Cl", "C", "O", "O", "C", "O", "H", "H", "H", "H", "H", "H", "H", "H", "H", "H", "H", "H", "H", "C", "N", "C", "C", "O", "H", "H", "H", "H", "H", "H", "H", "C", "N", "C", "C", "O", "H", "H", "H", "H", "H", "H", "H", "C", "N", "C", "C", "O", "H", "H", "H", "H", "H", "H", "H"],
  "positions_angstrom": [[-1.2280, 0.3884, -0.4555], [-1.1206, -1.0661, -0.8919], [-1.2350, -1.1097, -2.8505], [-2.2249, -1.9616, -0.3187], [-1.7563, -3.8284, -0.6712], [-3.5832, -1.5973, -0.8340], [-4.4028, -0.6557, -0.3552], [-4.3132, 0.2354, 0.8380], [-4.1030, 1.7454, 0.5533], [-4.3269, 2.1941, -0.8926], [-3.8973, 3.6633, -1.0111], [-3.5906, 4.1085, -2.7032], [-4.8075, 4.5330, -3.3122], [-2.7673, 3.1178, -3.3157], [-2.4164, 5.7638, -2.4505], [-5.6204, -0.6480, -1.2185], [-6.7003, -0.2266, -0.9654], [-5.3139, -1.3175, -2.3771], [-4.3174, -2.2376, -1.9884], [-4.2566, -3.3153, -2.4716], [-0.2677, 0.8909, -0.5754], [-1.9375, 0.9140, -1.0941], [-1.5101, 0.4708, 0.5962], [-0.1557, -1.4818, -0.6245], [-2.2117, -1.9139, 0.7697], [-3.5217, -0.1307, 1.4929], [-5.2547, 0.1144, 1.3803], [-4.8001, 2.2990, 1.1874], [-3.1000, 2.0339, 0.8731], [-5.3852, 2.1248, -1.1458], [-3.7317, 1.5987, -1.5857], [-4.6582, 4.3504, -0.6396], [-2.9801, 3.8624, -0.4539], [3.1401, -4.2924, 2.9371], [2.3604, -3.6940, 1.8682], [1.9772, -4.5088, 0.7246], [1.9724, -2.4110, 1.8935], [1.3127, -1.8722, 1.0202], [4.0914, -4.6584, 2.5492], [2.5932, -5.1245, 3.3852], [3.3342, -3.5468, 3.7061], [2.3830, -4.0820, -0.1938], [0.8930, -4.5249, 0.6193], [2.3601, -5.5169, 0.8602], [2.3088, -1.8711, 2.7939], [5.4731, -1.9452, -1.4438], [6.0267, -2.6793, -0.3238], [7.1551, -2.1269, 0.4058], [5.5262, -3.8624, 0.0719], [5.9479, -4.5135, 1.0116], [6.2264, -1.8020, -2.2210], [5.1098, -0.9675, -1.1225], [4.6381, -2.5008, -1.8660], [8.0061, -2.8072, 0.3659], [6.8957, -1.9765, 1.4540], [7.4315, -1.1739, -0.0387], [4.6757, -4.1973, -0.5443], [0.6164, 5.7084, 0.1797], [0.8332, 4.3728, 0.6957], [0.7669, 4.1392, 2.1281], [1.0998, 3.3267, -0.1113], [1.2807, 2.1880, 0.2773], [1.3564, 6.4038, 0.5807], [-0.3793, 6.0701, 0.4454], [0.7027, 5.6966, -0.9052], [1.7144, 3.7444, 2.4953], [-0.0102, 3.4106, 2.3619], [0.5463, 5.0778, 2.6308], [1.1298, 3.5989, -1.1798]]
}

No. 6
{
  "formula": "CHINO2P",
  "method": "ωB97M-V/def2-TZVPD",
  "gap_ev": [6.9860, 6.2355],
  "e_above_lowest_kj_mol": 688.3,
  "fmax_ev_per_a": 4.41,
  "symbols": ["C", "N", "O", "O", "P", "I", "H"],
  "positions_angstrom": [[-1.3047, 0.5078, 0.3159], [0.0525, -1.3420, 1.6933], [0.4951, -1.2312, 0.5938], [0.3425, -0.3211, -2.0372], [0.2133, 0.1783, -0.6695], [2.2373, 1.2141, 0.3174], [-2.0360, 0.9942, -0.2136]]
}

No. 7
{
  "formula": "C22H32BrN3OSY",
  "method": "ωB97M-V/def2-TZVPD",
  "gap_ev": 7.4164,
  "charge": 1,
  "e_above_lowest_kj_mol": 24.1,
  "fmax_ev_per_a": 1.12,
  "symbols": ["Y", "N", "N", "C", "N", "S", "H", "H", "H", "H", "H", "C", "C", "C", "C", "C", "C", "C", "Br", "C", "O", "C", "C", "C", "C", "C", "C", "H", "H", "H", "H", "H", "H", "H", "H", "H", "H", "H", "H", "H", "H", "H", "H", "H", "H", "H", "H", "C", "C", "C", "C", "C", "C", "C", "H", "H", "H", "H", "H", "H", "H"],
  "positions_angstrom": [[0.0947, 0.4414, -0.8190], [0.2131, -0.0090, 1.8490], [1.4121, 0.1180, 2.5468], [2.5830, 0.3010, 1.9111], [3.6737, 0.3786, 2.6680], [2.7194, 0.4093, 0.2342], [-0.4506, 0.6951, 2.1624], [-0.1916, -0.9285, 2.0070], [1.4061, 0.0053, 3.5508], [3.6534, 0.3138, 3.6729], [4.5635, 0.5063, 2.2164], [-7.8516, 0.1512, -1.2253], [-7.1073, -0.5104, -0.0551], [-7.2686, -2.0270, -0.1798], [-7.7329, -0.0652, 1.2760], [-5.6441, -0.0826, -0.0850], [-4.6039, -0.9844, -0.2110], [-3.3086, -0.5130, -0.2183], [-1.8331, -1.7812, -0.4360], [-2.9438, 0.8331, -0.1097], [-1.6659, 1.1869, -0.0982], [-4.0130, 1.7607, -0.0002], [-5.3082, 1.2710, 0.0141], [-3.7243, 3.2638, 0.1019], [-2.8302, 3.5514, 1.3209], [-5.0035, 4.0878, 0.2768], [-3.0405, 3.7459, -1.1895], [-8.9014, -0.1452, -1.2173], [-7.4135, -0.1567, -2.1762], [-7.8087, 1.2392, -1.1657], [-8.3270, -2.2847, -0.1528], [-6.7784, -2.5481, 0.6450], [-6.8622, -2.3915, -1.1252], [-8.7827, -0.3593, 1.3165], [-7.6821, 1.0169, 1.4005], [-7.2130, -0.5309, 2.1152], [-4.7876, -2.0454, -0.3024], [-6.1174, 1.9794, 0.1015], [-3.3231, 3.2195, 2.2365], [-2.6438, 4.6232, 1.4027], [-1.8709, 3.0441, 1.2283], [-5.5304, 3.8148, 1.1926], [-5.6774, 3.9718, -0.5735], [-4.7410, 5.1436, 0.3467], [-2.0954, 3.2337, -1.3555], [-2.8447, 4.8180, -1.1313], [-3.6877, 3.5636, -2.0487], [0.1850, 0.4710, -3.1651], [0.5862, -0.9625, -3.1552], [-0.3021, -1.9860, -3.5236], [0.0644, -3.3159, -3.4288], [1.3223, -3.6742, -2.9505], [2.2157, -2.6848, -2.5797], [1.8490, -1.3462, -2.6741], [-0.7317, 0.6465, -3.7256], [0.9896, 1.1034, -3.5508], [-1.2795, -1.7217, -3.9086], [-0.6302, -4.0861, -3.7391], [1.6022, -4.7169, -2.8858], [3.2071, -2.9443, -2.2309], [2.5803, -0.5745, -2.4483]]
}

No. 8
{
  "formula": "C5H4InO4",
  "method": "ωB97M-V/def2-TZVPD",
  "gap_ev": [9.2273, 4.8343],
  "charge": 2,
  "e_above_lowest_kj_mol": 60.6,
  "spin_multiplicity": 2,
  "fmax_ev_per_a": 6.08,
  "symbols": ["C", "C", "H", "H", "O", "C", "O", "O", "In", "C", "C", "O", "H", "H"],
  "positions_angstrom": [[0.5898, 0.8902, -1.5589], [0.8771, 1.6134, -2.4861], [1.1970, 2.2292, -3.3093], [2.1907, -0.5058, -1.3217], [0.1913, 0.2326, -0.3766], [0.8578, -0.8692, -0.0052], [0.2525, -1.7181, 0.6367], [1.9972, -1.0937, -0.5605], [0.6850, -3.4444, 1.4114], [-2.2190, 0.5268, 1.5642], [-1.6445, 1.6062, 1.5924], [-2.3312, -0.7573, 1.4041], [-1.1132, 2.4595, 1.9760], [-1.5304, -1.1693, 1.0334]]
}

No. 9
{
  "formula": "CHClF2O4S2",
  "method": "ωB97M-V/def2-TZVPD",
  "gap_ev": 9.5083,
  "fmax_ev_per_a": 3.64,
  "symbols": ["C", "O", "O", "O", "O", "F", "F", "S", "S", "Cl", "H"],
  "positions_angstrom": [[-0.0573, 0.1700, 1.0481], [1.1482, -0.7317, -0.9311], [2.5255, 0.7617, 0.5540], [2.3256, -1.9632, -2.6341], [0.9354, 0.0171, -3.2324], [0.9577, 1.4994, -1.2908], [3.0553, 0.2155, -2.0769], [1.2425, 0.5369, -0.0072], [1.7837, -0.7021, -2.3806], [0.2681, 1.0664, 2.4945], [-1.1407, 0.2853, 0.7231]]
}

No. 10
{
  "formula": "C3H3NO",
  "method": "ωB97M-V/def2-TZVPD",
  "gap_ev": 11.6245,
  "e_above_lowest_kj_mol": 131.7,
  "fmax_ev_per_a": 1.22,
  "symbols": ["C", "C", "O", "C", "N", "H", "H", "H"],
  "positions_angstrom": [[-0.8549, -0.3062, 0.0790], [0.3147, 0.6247, 0.1334], [0.3299, 1.8114, 0.1014], [1.9612, -0.3223, -0.8267], [1.6199, -0.1656, 0.3021], [-1.7854, 0.2602, 0.1318], [-0.8203, -0.9038, -0.8404], [-0.7652, -0.9983, 0.9193]]
}

No. 11
{
  "formula": "C7H6NO2P",
  "method": "ωB97M-V/def2-TZVPD",
  "gap_ev": [7.0789, 7.6666],
  "spin_multiplicity": 3,
  "fmax_ev_per_a": 2.40,
  "symbols": ["C", "C", "C", "C", "C", "C", "C", "N", "O", "O", "P", "H", "H", "H", "H", "H", "H"],
  "positions_angstrom": [[-1.7308, -1.7758, -0.3196], [-0.4396, -2.3157, -0.2195], [-1.9071, -0.4257, -0.3448], [0.6529, -1.4900, -0.0921], [-0.8010, 0.4771, -0.3117], [0.5048, -0.1047, -0.1302], [-0.9893, 1.8270, -0.4577], [3.3052, 1.8527, 1.2045], [4.3340, 2.3174, 1.6595], [1.5837, 0.6538, 0.0176], [1.7696, 1.9570, 1.1256], [-2.5815, -2.4365, -0.3793], [-0.3023, -3.3856, -0.2222], [-2.8924, 0.0011, -0.4440], [1.6443, -1.9020, 0.0160], [-0.1693, 2.5059, -0.6241], [-1.9812, 2.2438, -0.4780]]
}

No. 12
{
  "formula": "C3H9NO5",
  "method": "ωB97M-V/def2-TZVPD",
  "gap_ev": 10.1089,
  "smiles": "O=CCNC(=O)O.O.O",
  "e_above_lowest_kj_mol": 99.4,
  "fmax_ev_per_a": 3.53,
  "symbols": ["O", "C", "C", "N", "C", "O", "O", "H", "H", "H", "H", "H", "O", "H", "H", "O", "H", "H"],
  "positions_angstrom": [[-2.2730, -2.6557, 0.2953], [-1.9960, -1.7834, 1.1130], [-0.6564, -0.8726, 1.2573], [0.3357, -0.9782, 0.2657], [0.8412, 0.0582, -0.4577], [1.6995, -0.0404, -1.2962], [0.3033, 1.3048, -0.0931], [-2.7696, -1.4494, 1.8253], [-1.0476, 0.1199, 1.3044], [-0.1752, -1.2532, 2.2432], [0.8731, -1.8248, 0.2499], [-0.1935, 1.9014, -0.7293], [2.5197, 1.4010, 1.3423], [2.7329, 2.1726, 0.8423], [1.5823, 1.5369, 1.3551], [-0.6046, 0.9836, -3.4541], [0.1856, 0.5610, -3.1072], [-1.3572, 0.8180, -2.9564]]
}

| no. | total energy (hartree) |
| --- | --- |
| 1 | -8870.28043 |
| 2 | -1256.53531 |
| 3 | -832.90430 |
| 4 | -546.91336 |
| 5 | -7555.09376 |
| 6 | -882.74457 |
| 7 | -4107.43656 |
| 8 | -683.09528 |
| 9 | -1795.81576 |
| 10 | -246.04138 |
| 11 | -816.79386 |
| 12 | -550.64179 |